Formula: C3H10NOS
Source: the Open Molecules 2025 dataset
Level of theory: the ωB97M-V functional and the def2-TZVPD basis

ORCA input file:
```
! wB97M-V def2-TZVPD RIJCOSX def2/J DEFGRID3
* xyz -1 1
C 1.4587 0.8964 -0.7750
C 0.7003 0.3679 0.4404
C -0.1472 -0.8103 0.0276
S -1.3228 -1.5096 1.3233
N 1.6998 0.0291 1.4499
H 2.2641 0.2239 -1.0662
H 1.8747 1.8882 -0.6110
H 0.8031 0.9479 -1.6347
H 0.0361 1.1250 0.8511
H -0.7743 -0.5589 -0.8389
H 0.3055 -1.7865 -0.1911
H 1.2334 -0.3405 2.2647
H 2.2341 -0.7829 1.1660
H -0.7867 1.7332 -2.0931
H -1.6113 1.9928 -3.3515
O -0.9774 2.4121 -2.7621
*
```

For the lowest unoccupied orbital energy, the calculation gives 3.42 eV. The value obtained for the HOMO energy is -0.08856 Ha. The calculation puts the HOMO-LUMO gap at 5.83 eV. The value obtained for the energy is -17646.7257 eV. The max |F| comes out at 2.5 eV/Å. The value obtained for the energy above the lowest of the compared OMol25 structures with the same formula, charge and spin is 16.5 kcal/mol.

Formula: Cu2H20O14S
Source: the Open Molecules 2025 dataset
Level of theory: the ωB97M-V functional and the def2-TZVPD basis

ORCA input file:
```
! wB97M-V def2-TZVPD RIJCOSX def2/J DEFGRID3
* xyz 0 1
Cu -13.1255 -24.7931 -2.9423
Cu -8.2206 -23.5955 -2.7509
S -10.8318 -22.2435 -3.8181
O -10.8460 -21.1565 -4.7972
O -12.1396 -22.9171 -3.8687
O -9.8518 -23.1647 -4.2144
O -10.4813 -21.7874 -2.5086
O -8.8779 -23.5217 -6.6830
H -9.0954 -22.8426 -7.3215
H -9.2131 -23.1858 -5.8517
O -9.3722 -20.1394 -0.6948
H -9.2408 -19.2939 -1.1238
H -9.7124 -20.7085 -1.3851
O -9.7027 -23.4390 -0.9710
H -9.7299 -23.2293 -0.0374
H -10.0188 -22.6462 -1.4044
O -10.6476 -25.4215 -5.3831
H -11.4911 -25.7836 -5.1117
H -10.5210 -24.6590 -4.8185
O -14.1592 -22.6532 -2.2904
H -13.7130 -22.5120 -3.1254
H -13.7015 -22.0814 -1.6741
O -13.3768 -23.0850 -6.3383
H -12.6827 -23.1261 -5.6804
H -13.6010 -24.0000 -6.5081
O -9.5511 -18.8612 -4.5527
H -10.0900 -19.6523 -4.5469
H -9.5788 -18.5587 -5.4604
O -12.3215 -20.9694 -0.6590
H -11.5492 -21.0541 -1.2182
H -12.5753 -20.0498 -0.7381
O -9.9654 -21.1986 -7.2606
H -10.1985 -21.0306 -6.3476
H -10.8053 -21.3086 -7.7064
O -13.2006 -20.2485 -5.5468
H -13.5003 -21.1445 -5.7004
H -12.3173 -20.3485 -5.1916
*
```

For the lowest unoccupied orbital energy, the calculation gives -2.83 eV. The value obtained for the HOMO energy is -0.36198 Ha. The calculation puts the HOMO-LUMO gap at 7.02 eV. The value obtained for the energy is -129102.7196 eV. The max |F| comes out at 6.4 eV/Å.

Formula: C2H3NS2
Source: the Open Molecules 2025 dataset
Level of theory: the ωB97M-V functional and the def2-TZVPD basis

ORCA input file:
```
! wB97M-V def2-TZVPD RIJCOSX def2/J DEFGRID3
* xyz 0 1
C 0.7319 1.1055 -0.0265
N -0.5808 1.2769 0.2259
S -1.5027 -0.1894 -0.2170
C -0.1742 -0.9621 0.4858
S 1.4833 -0.3840 -0.1776
H 1.3940 2.0761 0.2642
H 0.1720 -0.6372 1.5397
H -0.5360 -2.0629 0.1720
*
```

For the lowest unoccupied orbital energy, the calculation gives 0.40 eV. The value obtained for the HOMO energy is -0.32057 Ha. The calculation puts the HOMO-LUMO gap at 9.12 eV. The SMILES is C1=NSCS1. The value obtained for the energy is -25280.3221 eV. The max |F| comes out at 5.9 eV/Å. The value obtained for the energy above the lowest of the compared OMol25 structures with the same formula, charge and spin is 51.8 kcal/mol.

Formula: C25H28N5O2S3SiW
Source: the Open Molecules 2025 dataset
Level of theory: the ωB97M-V functional and the def2-TZVPD basis

ORCA input file:
```
! wB97M-V def2-TZVPD RIJCOSX def2/J DEFGRID3
* xyz 1 3
W 0.1120 -0.0225 -0.1524
C -7.2692 2.3997 -1.2431
C -5.8969 2.7062 -0.6855
C -4.7690 2.3305 -1.3360
C -3.5147 2.2880 -0.6142
C -3.4549 2.7784 0.6411
C -4.5793 3.2903 1.2715
C -5.7313 3.3837 0.5449
S -1.9280 2.7038 1.5062
O -2.1602 2.5924 2.9586
O -1.1375 3.7330 0.8815
N -1.1857 1.1586 1.1767
C -1.9827 0.0808 1.3676
C -3.2205 0.0000 2.1409
C -4.0008 -1.1187 1.9592
C -3.5455 -2.1312 1.1140
C -2.3505 -2.0790 0.4333
N -1.6407 -0.9168 0.5271
H -7.9244 3.2916 -1.2194
H -7.7665 1.6120 -0.6625
H -7.0895 2.0019 -2.2532
H -4.8259 1.9431 -2.3875
H -2.5948 2.0478 -1.1691
H -4.4807 3.7163 2.2770
H -6.6173 3.8861 1.0539
H -3.5258 0.8965 2.7128
H -4.9418 -1.2264 2.4787
H -4.1275 -3.0874 0.9968
H -1.8725 -2.8799 -0.1278
C 5.2444 -4.9968 0.1253
Si 3.7816 -4.3217 -0.7915
C 2.3549 -5.5783 -0.7711
C 4.0415 -3.5763 -2.5134
C 3.2064 -2.8452 0.3265
C 4.0676 -2.4996 1.3860
C 3.8158 -1.4323 2.2153
C 2.7987 -0.5887 1.9123
N 1.8491 -0.9536 0.9733
C 2.0881 -2.0314 0.1860
S 0.9312 -2.0625 -1.1345
H 5.5309 -5.7523 -0.6093
H 5.0318 -5.4230 1.0838
H 6.0162 -4.2383 0.2488
H 2.5511 -6.5846 -0.3517
H 2.0151 -5.7374 -1.7836
H 1.5263 -5.1348 -0.1697
H 3.9774 -4.3736 -3.2694
H 5.0638 -3.1591 -2.6354
H 3.3699 -2.7657 -2.6955
H 4.9085 -3.1536 1.5415
H 4.3913 -1.1109 3.1086
H 2.6042 0.3383 2.4307
C 3.7407 4.4891 -2.0482
C 2.8405 3.6389 -1.2813
C 2.7694 3.4152 0.0840
C 1.9683 2.4747 0.6390
N 1.3585 1.6685 -0.2801
C 1.2242 2.0792 -1.5388
S -0.0992 1.1171 -2.2036
N 1.8934 3.0188 -2.1086
H 3.2836 5.4425 -2.3544
H 4.1442 3.9517 -2.9227
H 4.5678 4.8257 -1.3846
H 3.3405 4.1158 0.7070
H 1.8248 2.3656 1.6883
*
```

For the lowest unoccupied orbital energy (alpha / beta), the calculation gives -4.32 / -3.93 eV. The value obtained for the HOMO energy (alpha / beta) is -0.37990 / -0.41847 Ha. The calculation puts the HOMO-LUMO gap (alpha / beta) at 6.01 / 7.45 eV. The value obtained for the energy is -80128.6922 eV. The max |F| comes out at 3.8 eV/Å. The value obtained for the energy above the lowest of the compared OMol25 structures with the same formula, charge and spin is 10.1 kcal/mol.

Formula: C8H12O2
Source: the Open Molecules 2025 dataset
Level of theory: the ωB97M-V functional and the def2-TZVPD basis

ORCA input file:
```
! wB97M-V def2-TZVPD RIJCOSX def2/J DEFGRID3
* xyz 0 3
C -2.4606 -1.4782 0.2067
C -1.7356 -0.3692 -0.0085
C 1.8625 0.6754 -0.9708
C 1.8892 0.8227 0.5614
C 0.5217 0.1379 -1.4404
C 1.3162 -0.3861 1.2351
C -0.4091 -0.4120 -0.4882
C -2.2168 1.0043 0.3791
O 0.3152 -1.2802 -1.2821
O 1.7955 -1.6145 0.9590
H -3.4450 -1.4305 0.6369
H -2.0812 -2.4516 -0.0487
H 2.0487 1.6407 -1.4419
H 2.6516 -0.0101 -1.2921
H 2.9273 0.9833 0.8766
H 1.3018 1.6910 0.8611
H 0.1708 0.5129 -2.3995
H 0.8623 -0.2963 2.2098
H -1.7319 1.3183 1.3022
H -1.9729 1.7344 -0.3913
H -3.2918 0.9976 0.5372
H 1.6820 -1.7899 -0.0020
*
```

For the lowest unoccupied orbital energy (alpha / beta), the calculation gives 0.90 / -0.64 eV. The value obtained for the HOMO energy (alpha / beta) is -0.20785 / -0.35766 Ha. The calculation puts the HOMO-LUMO gap (alpha / beta) at 6.56 / 9.10 eV. The value obtained for the energy is -12580.0790 eV. The max |F| comes out at 2.7 eV/Å. The value obtained for the energy above the lowest of the compared OMol25 structures with the same formula, charge and spin is 4.4 kcal/mol.

Formula: C27H30BLuN6O4S5
Source: the Open Molecules 2025 dataset
Level of theory: the ωB97M-V functional and the def2-TZVPD basis

ORCA input file:
```
! wB97M-V def2-TZVPD RIJCOSX def2/J DEFGRID3
* xyz 0 1
Lu -0.3777 -0.4687 -0.4829
N -2.8312 -0.9761 -1.3616
C -3.7799 0.1284 -1.5347
C -3.7345 1.0069 -0.2862
N -2.3660 1.3753 0.0771
C -1.9574 2.7074 -0.3505
C -1.6723 2.7335 -1.8555
N -0.9144 1.5420 -2.2651
H -3.1891 -1.5673 -0.6150
H -2.7975 -1.5533 -2.1954
H -3.5088 0.6997 -2.4262
H -4.8069 -0.2234 -1.6740
H -4.3603 1.8942 -0.4372
H -4.1438 0.4179 0.5308
H -2.2789 1.3145 1.0871
H -2.7214 3.4632 -0.1279
H -1.0472 2.9626 0.1955
H -2.6144 2.8078 -2.4025
H -1.1034 3.6377 -2.0737
H -1.4681 0.9485 -2.8713
H -0.0914 1.8011 -2.7925
O 1.0935 -3.4990 -2.6545
C 0.7854 -2.3094 -2.5885
O -0.3300 -1.8222 -2.2152
C 1.8603 -1.2923 -2.9250
C 2.9744 -1.6818 -3.6920
C 3.9456 -0.7624 -3.9527
C 3.8193 0.5425 -3.4259
C 4.7915 1.5466 -3.6324
C 4.6322 2.7899 -3.0898
C 3.4812 3.0880 -2.3331
C 2.5224 2.1397 -2.1200
C 2.6684 0.8383 -2.6521
N 1.6975 -0.0903 -2.4167
H 3.0212 -2.7009 -4.0465
H 4.8117 -1.0152 -4.5521
H 5.6674 1.3089 -4.2240
H 5.3839 3.5531 -3.2417
H 3.3674 4.0755 -1.9041
H 1.6552 2.3382 -1.5065
O 0.6065 1.2365 2.2428
B 1.0036 0.9163 0.9162
O 2.2767 1.5145 0.7355
C 2.6187 2.1495 1.8919
C 3.7552 2.8720 2.1876
C 3.8362 3.4225 3.4635
C 2.8153 3.2500 4.3916
C 1.6695 2.5217 4.0836
C 1.5950 1.9781 2.8186
H 4.5414 2.9997 1.4551
H 4.7119 3.9970 3.7364
H 2.9083 3.6904 5.3756
H 0.8706 2.3866 4.8006
N 1.4895 -3.6241 0.1062
C 2.0759 -4.3207 1.0875
C 1.8618 -3.6336 2.2628
C 1.1117 -2.5182 1.8832
N 0.8872 -2.5192 0.5692
H 1.4120 -3.8646 -0.8808
H 2.6000 -5.2400 0.8887
H 2.1819 -3.9013 3.2540
H 0.7170 -1.7279 2.5012
C -6.2829 -1.4036 1.9803
S -5.2445 -2.4198 0.8787
C -4.1507 -3.1092 2.0573
C -2.9201 -2.6416 2.3895
S -2.0704 -1.2447 1.8549
S -2.1256 -3.5956 3.6496
C -3.3804 -4.7603 3.9454
S -3.2669 -5.9438 5.0684
S -4.7381 -4.5397 2.8965
H -6.9893 -0.8692 1.3480
H -5.6496 -0.7035 2.5216
H -6.8113 -2.0528 2.6734
*
```

For the lowest unoccupied orbital energy, the calculation gives -0.52 eV. The value obtained for the HOMO energy is -0.26238 Ha. The calculation puts the HOMO-LUMO gap at 6.62 eV. The value obtained for the energy is -134095.7785 eV. The max |F| comes out at 2.6 eV/Å. The value obtained for the energy above the lowest of the compared OMol25 structures with the same formula, charge and spin is 16.9 kcal/mol.